[1]
This record from OMol25 describes 7 unconnected molecules or ions with the total composition C6H26O7 at a distorted geometry. The level of theory is ωB97M-V with the def2-TZVPD basis set.

Results
Total charge: +1
Multiplicity: 2
Highest occupied orbital energy (spin up / spin down), eV: -12.871 / -12.839
Strongest force on any atom, eV/A: 4.39
HOMO-LUMO gap (spin up / spin down), Eh: 0.3509 / 0.1137

```
39
C6H26O7 | OMol25 | ωB97M-V with the def2-TZVPD basis set
O -0.03 2.06 0.45
H -0.74 1.53 0.10
H 0.09 1.73 1.35
O -0.83 4.94 -0.98
H -0.55 4.36 -0.27
H -0.51 5.81 -0.72
O 0.11 -1.83 1.78
H 0.62 -2.36 2.38
H -0.11 -1.04 2.29
O 1.14 2.33 -2.14
H 2.06 2.57 -2.23
H 1.00 2.25 -1.20
O -0.58 0.87 3.31
H -0.36 1.78 3.51
H -0.89 0.52 4.14
C 4.04 -0.82 0.22
C 2.81 -1.72 -0.09
C 1.86 -0.99 -0.90
O 3.29 -2.77 -0.97
H 4.82 -1.48 0.62
H 3.75 -0.03 0.91
H 4.51 -0.53 -0.72
H 2.35 -2.15 0.80
H 1.58 -0.14 -0.28
H 1.06 -1.68 -1.19
H 2.35 -0.52 -1.75
H 2.60 -3.29 -1.40
C -3.44 -1.09 0.52
C -2.54 -1.09 -0.81
C -3.31 -0.19 -1.71
O -1.29 -0.47 -0.62
H -3.04 -0.34 1.20
H -3.17 -2.06 0.94
H -4.51 -1.03 0.34
H -2.62 -2.11 -1.19
H -4.31 -0.62 -1.87
H -2.86 -0.12 -2.70
H -3.47 0.75 -1.19
H -0.89 -1.01 0.06
```

=====

[2]
This record from OMol25 describes 9 unconnected molecules or ions with the total composition C6H26O8 at a distorted geometry. The level of theory is ωB97M-V with the def2-TZVPD basis set.

Results
Highest occupied orbital energy, eV: -8.765
SMILES: C=CC/C=C/C.O.O.O.O.O.O.O.O
Strongest force on any atom, eV/A: 3.10
HOMO-LUMO gap, Eh: 0.3257

```
40
C6H26O8 | OMol25 | ωB97M-V with the def2-TZVPD basis set
C -1.06 2.74 -0.79
C -0.79 1.45 -0.96
C -1.86 0.43 -1.26
C -1.81 -0.67 -0.30
C -2.83 -1.34 0.27
C -2.62 -2.43 1.27
H -0.21 3.40 -0.65
H -2.04 3.13 -0.96
H 0.21 1.03 -0.97
H -1.52 -0.09 -2.18
H -2.78 1.01 -1.41
H -0.86 -1.05 0.05
H -3.88 -1.09 0.05
H -3.36 -2.44 2.10
H -1.64 -2.18 1.69
H -2.49 -3.46 0.83
O -3.96 1.30 1.44
H -4.49 2.03 1.13
H -3.03 1.60 1.48
O 2.89 -0.30 3.28
H 3.46 -0.05 2.54
H 2.64 -1.20 3.00
O 2.98 -0.37 -2.17
H 3.48 -0.53 -1.37
H 2.54 0.49 -2.24
O 0.48 -2.16 -2.75
H 1.27 -1.61 -2.64
H -0.27 -1.62 -2.48
O 0.33 -3.00 -0.17
H 0.64 -2.85 -1.08
H 0.50 -3.92 0.05
O 0.58 1.48 2.57
H 0.32 2.30 2.12
H 1.35 1.67 3.12
O 3.60 2.98 -1.94
H 4.09 3.36 -1.21
H 2.72 3.38 -1.87
O 1.49 -0.24 0.90
H 0.92 0.44 1.34
H 0.99 -1.09 0.97
```

=====

[3]
This record from OMol25 describes 9 unconnected molecules or ions with the total composition C6H26O9 at a distorted geometry. The level of theory is ωB97M-V with the def2-TZVPD basis set.

Results
Highest occupied orbital energy, eV: -9.306
SMILES: C=C(O)/C=C/CC.O.O.O.O.O.O.O.O
Strongest force on any atom, eV/A: 8.75
HOMO-LUMO gap, Eh: 0.3461

```
41
C6H26O9 | OMol25 | ωB97M-V with the def2-TZVPD basis set
C 1.68 -1.31 -1.71
C 0.69 -0.41 -1.61
O -0.69 -0.67 -1.76
C 0.81 1.00 -1.20
C 0.30 2.10 -1.75
C 0.20 3.42 -1.15
C 1.60 4.13 -0.75
H 1.46 -2.41 -2.06
H 2.70 -1.11 -1.63
H -0.79 -1.71 -1.63
H 1.39 1.07 -0.29
H -0.16 2.01 -2.84
H -0.56 4.13 -1.71
H -0.46 3.30 -0.14
H 2.29 4.42 -1.55
H 1.32 5.06 -0.09
H 2.28 3.48 -0.35
O -0.70 0.00 1.51
H -0.50 -0.11 0.63
H -0.17 0.77 1.86
O -0.62 -0.91 -4.65
H -0.32 -0.22 -4.00
H -0.65 -1.64 -4.15
O 0.88 2.41 3.03
H 1.18 2.87 2.29
H 0.54 3.13 3.59
O -2.29 2.64 2.11
H -2.92 2.55 2.86
H -2.01 1.70 1.94
O -0.05 -4.72 -0.13
H 0.79 -4.75 0.18
H -0.31 -4.07 -0.70
O -0.67 -2.61 2.84
H -1.10 -1.86 2.63
H -0.03 -2.37 3.60
O 2.02 -0.85 3.70
H 2.41 -0.18 4.28
H 2.46 -0.80 2.86
O -2.38 -2.92 -1.08
H -2.21 -3.72 -0.52
H -2.42 -2.24 -0.56
```

=====

[4]
This record from OMol25 describes 7 unconnected molecules or ions with the total composition C6H27NO7 at a distorted geometry. The level of theory is ωB97M-V with the def2-TZVPD basis set.

Results
Highest occupied orbital energy, eV: -9.305
SMILES: CCN(C)CCCO.O.O.O.O.O.O
Strongest force on any atom, eV/A: 4.93
HOMO-LUMO gap, Eh: 0.3411

```
41
C6H27NO7 | OMol25 | ωB97M-V with the def2-TZVPD basis set
C -2.68 1.72 1.10
C -1.90 0.77 0.14
N -0.66 1.45 -0.45
C -0.46 0.66 -1.70
C 0.42 1.29 0.47
C 1.72 1.97 -0.21
C 2.83 2.41 0.64
O 3.21 1.10 1.18
H -3.73 1.62 1.05
H -2.42 2.83 0.76
H -2.46 1.67 2.14
H -2.45 0.22 -0.66
H -1.50 -0.13 0.70
H -1.42 0.53 -2.29
H -0.01 -0.28 -1.60
H 0.34 1.28 -2.24
H 0.65 0.37 0.97
H 0.03 2.01 1.31
H 1.30 2.92 -0.75
H 2.26 1.27 -0.87
H 3.69 2.92 0.21
H 2.49 2.96 1.42
H 3.93 1.08 1.76
O 1.67 -1.53 1.88
H 2.41 -0.95 1.87
H 1.98 -2.42 2.19
O 2.15 -2.17 -1.84
H 1.37 -2.17 -1.27
H 2.27 -1.20 -1.84
O -1.42 -2.36 -1.25
H -1.27 -2.95 -0.50
H -1.95 -1.57 -0.97
O -0.07 -4.11 0.19
H 0.62 -3.86 0.84
H 0.56 -4.09 -0.47
O -1.85 3.21 -3.06
H -1.13 3.20 -2.52
H -2.48 2.66 -2.71
O -2.84 -2.48 2.70
H -2.97 -1.55 2.85
H -1.89 -2.62 2.78
```

=====

[5]
This record from OMol25 describes 9 unconnected molecules or ions with the total composition C6H27NO8 at a distorted geometry. The level of theory is ωB97M-V with the def2-TZVPD basis set.

Results
Highest occupied orbital energy, eV: -8.062
SMILES: C=C/C(C)=C(\C)N.O.O.O.O.O.O.O.O
Strongest force on any atom, eV/A: 1.89
HOMO-LUMO gap, Eh: 0.3018

```
42
C6H27NO8 | OMol25 | ωB97M-V with the def2-TZVPD basis set
C 2.23 1.55 -1.56
C 1.38 1.17 -0.63
C 0.40 0.05 -0.61
C 1.03 -1.35 -0.58
C -0.90 0.35 -0.51
C -1.35 1.81 -0.39
N -2.03 -0.48 -0.70
H 2.83 2.45 -1.63
H 2.27 0.96 -2.48
H 1.31 1.73 0.30
H 2.00 -1.17 -0.12
H 0.42 -2.01 0.03
H 1.37 -1.75 -1.54
H -2.42 1.90 -0.24
H -0.96 2.13 0.57
H -0.97 2.40 -1.22
H -1.90 -1.45 -0.46
H -2.74 -0.05 -0.16
O -1.24 -3.94 -2.45
H -1.39 -4.16 -1.53
H -0.45 -3.39 -2.48
O 1.22 -0.32 2.51
H 0.61 -0.55 1.82
H 1.84 0.31 2.11
O 0.94 -0.91 -3.78
H 0.37 -0.40 -4.36
H 0.78 -0.65 -2.88
O -1.76 -1.25 -3.53
H -2.03 -2.15 -3.29
H -2.27 -0.69 -2.94
O -1.49 -0.96 1.95
H -1.70 -0.04 2.23
H -2.09 -1.61 2.30
O 3.68 1.54 1.31
H 3.55 2.42 1.64
H 4.47 1.52 0.77
O -2.02 1.48 2.91
H -1.23 1.21 3.44
H -2.81 1.42 3.46
O 0.12 1.02 4.47
H 0.56 1.75 4.06
H 0.40 0.15 4.16
```

=====

[6]
This record from OMol25 describes 9 unconnected molecules or ions with the total composition C6H28BF4N12O8 at a distorted geometry. The level of theory is ωB97M-V with the def2-TZVPD basis set.

Results
Total charge: -1
Highest occupied orbital energy, eV: -7.490
Strongest force on any atom, eV/A: 7.36
HOMO-LUMO gap, Eh: 0.3543

```
59
C6H28BF4N12O8 | OMol25 | ωB97M-V with the def2-TZVPD basis set
B -0.14 -0.48 0.41
F -0.68 -1.34 -0.51
F -1.13 0.16 1.01
F 0.51 -1.12 1.34
F 0.74 0.39 -0.18
O -3.80 -0.95 1.29
H -3.06 -0.37 1.46
H -3.52 -1.47 0.53
O -0.62 -3.79 0.87
H 0.00 -3.41 0.25
H -0.59 -3.20 1.63
C 3.47 -1.58 2.51
O 4.46 -1.99 2.96
N 2.37 -1.21 3.15
N 3.19 -1.52 1.22
H 1.52 -0.92 2.68
H 2.44 -1.42 4.13
H 2.38 -0.98 0.95
H 3.94 -1.80 0.60
C 1.10 -0.17 -3.50
O 1.51 -0.15 -4.68
N 0.24 -0.97 -2.95
N 1.36 0.74 -2.66
H -0.40 -1.54 -3.48
H -0.05 -0.86 -1.99
H 1.09 0.49 -1.72
H 1.90 1.54 -2.95
C 2.35 -4.11 -2.78
O 2.16 -5.23 -3.33
N 3.26 -3.32 -3.33
N 1.63 -3.58 -1.91
H 3.70 -3.83 -4.09
H 3.36 -2.35 -3.07
H 0.72 -3.98 -1.76
H 1.79 -2.65 -1.55
C 0.29 4.09 0.13
O -0.28 5.08 0.57
N 0.94 3.25 0.81
N -0.16 3.47 -0.91
H 0.96 2.34 0.36
H 1.16 3.34 1.80
H 0.22 2.64 -1.35
H -0.97 3.90 -1.35
C -1.87 1.98 4.48
O -2.18 0.77 4.58
N -1.19 2.44 3.50
N -2.12 2.92 5.36
H -0.96 1.93 2.66
H -0.87 3.39 3.47
H -2.58 2.62 6.20
H -1.99 3.87 5.03
C -3.71 1.09 -2.11
O -4.79 1.26 -2.49
N -2.72 0.91 -2.96
N -3.34 1.17 -0.85
H -1.75 0.87 -2.66
H -2.81 1.08 -3.95
H -2.37 1.13 -0.58
H -4.13 1.40 -0.26
```

=====

[7]
This record from OMol25 describes a molecular structure, C6H28BN12O6Pd at a distorted geometry. The level of theory is ωB97M-V with the def2-TZVPD basis set.

Results
Multiplicity: 4
Highest occupied orbital energy (spin up / spin down), eV: -1.500 / -8.613
Strongest force on any atom, eV/A: 6.87
HOMO-LUMO gap (spin up / spin down), Eh: 0.0693 / 0.3234

```
54
C6H28BN12O6Pd | OMol25 | ωB97M-V with the def2-TZVPD basis set
Pd 0.06 0.19 -0.19
B 1.46 1.97 0.30
H 1.89 1.06 -0.11
H 0.56 1.88 0.88
H 2.24 2.31 0.96
H 1.25 2.67 -0.49
C -1.32 -2.65 -1.52
O -1.06 -1.74 -0.75
N -0.50 -3.29 -2.27
N -2.52 -3.17 -1.54
H -0.77 -4.04 -2.89
H 0.43 -2.89 -2.27
H -3.09 -2.92 -0.74
H -2.68 -4.02 -2.05
C -2.16 -0.20 2.62
O -1.63 -0.10 1.49
N -1.68 0.35 3.73
N -3.18 -1.00 2.80
H -0.82 0.86 3.59
H -1.92 0.05 4.67
H -3.50 -1.20 3.74
H -3.60 -1.39 1.97
C 0.37 1.42 -3.29
O 0.04 0.74 -2.38
N 0.00 1.29 -4.61
N 1.12 2.45 -3.20
H 0.32 1.97 -5.28
H -0.66 0.56 -4.83
H 1.39 2.84 -2.31
H 1.36 2.95 -4.05
C -2.28 2.77 -0.16
O -1.53 1.84 -0.41
N -3.14 3.35 -0.98
N -2.30 3.40 0.96
H -3.36 4.31 -0.76
H -3.14 3.03 -1.93
H -2.89 4.20 1.14
H -1.67 3.09 1.69
C 2.71 -1.93 -0.97
O 1.70 -1.35 -1.01
N 3.40 -2.35 -1.99
N 3.15 -2.25 0.22
H 4.30 -2.74 -1.79
H 3.02 -2.22 -2.92
H 4.01 -2.77 0.33
H 2.72 -1.98 1.09
C 1.54 -0.67 2.75
O 1.02 -0.71 1.64
N 2.02 -1.75 3.41
N 1.66 0.43 3.36
H 1.87 -2.64 2.96
H 2.33 -1.65 4.37
H 1.47 1.19 2.72
H 1.98 0.46 4.31
```

=====

[8]
This record from OMol25 describes 8 unconnected molecules or ions with the total composition C6H28N2O7 at a distorted geometry. The level of theory is ωB97M-V with the def2-TZVPD basis set.

Results
Highest occupied orbital energy, eV: -8.393
SMILES: CN/C=C/C[C@H](C)N.O.O.O.O.O.O.O
Strongest force on any atom, eV/A: 1.78
HOMO-LUMO gap, Eh: 0.3208

```
43
C6H28N2O7 | OMol25 | ωB97M-V with the def2-TZVPD basis set
C -0.87 -1.52 -2.94
N 0.15 -0.52 -2.58
C 0.05 0.10 -1.34
C 0.48 1.32 -1.06
C 0.82 2.08 0.20
C -0.06 1.71 1.40
C 0.36 2.50 2.64
N 0.20 0.28 1.63
H -1.90 -1.18 -2.77
H -0.62 -2.41 -2.37
H -0.85 -1.72 -4.01
H 0.32 0.11 -3.34
H -0.27 -0.59 -0.57
H 0.81 1.86 -1.96
H 1.86 1.87 0.48
H 0.83 3.16 0.08
H -1.11 1.93 1.22
H -0.20 2.17 3.51
H 0.18 3.58 2.51
H 1.42 2.42 2.88
H 0.09 -0.10 2.55
H 1.11 0.05 1.26
O 3.14 0.97 -2.97
H 2.42 0.75 -2.36
H 3.17 1.94 -2.96
O -1.00 -2.99 0.16
H -0.08 -2.65 0.24
H -1.10 -3.85 0.55
O -2.61 -0.62 0.09
H -1.79 -0.19 -0.15
H -2.33 -1.52 0.29
O 1.52 -2.19 0.46
H 2.07 -2.04 1.24
H 1.92 -1.73 -0.29
O 3.49 -1.62 -1.47
H 3.17 -1.82 -2.37
H 3.95 -0.78 -1.57
O -1.94 0.27 3.59
H -2.41 0.88 3.00
H -1.84 -0.54 3.08
O -3.65 1.34 1.76
H -3.38 0.57 1.21
H -3.90 2.03 1.14
```

=====

[9]
This record from OMol25 describes 10 unconnected molecules or ions with the total composition C6H28O9 at a distorted geometry. The level of theory is ωB97M-V with the def2-TZVPD basis set.

Results
Highest occupied orbital energy, eV: -8.502
SMILES: C=C/C(C)=C/C.O.O.O.O.O.O.O.O.O
Strongest force on any atom, eV/A: 4.98
HOMO-LUMO gap, Eh: 0.3260

```
43
C6H28O9 | OMol25 | ωB97M-V with the def2-TZVPD basis set
C -0.91 1.92 -0.22
C -1.90 1.62 0.62
C -2.01 0.40 1.37
C -3.38 0.07 1.92
C -0.97 -0.40 1.64
C -1.00 -1.65 2.43
H -0.04 1.27 -0.40
H -0.85 2.90 -0.72
H -2.71 2.30 0.81
H -4.15 0.71 1.51
H -3.45 0.27 3.02
H -3.64 -1.02 1.77
H 0.05 -0.20 1.23
H -1.67 -2.41 2.02
H -1.43 -1.38 3.42
H 0.00 -2.14 2.53
O 2.28 1.91 0.21
H 2.13 2.86 0.33
H 2.27 1.49 1.06
O 1.88 -1.19 -1.76
H 2.68 -0.61 -1.70
H 1.20 -0.61 -2.16
O -0.48 2.89 -3.07
H -1.38 2.86 -3.50
H -0.24 1.95 -2.96
O 2.13 0.44 2.43
H 1.39 0.50 2.92
H 2.05 -0.35 1.94
O -1.97 -1.04 -1.62
H -2.21 -0.59 -0.88
H -1.36 -1.71 -1.30
O 1.81 -1.71 0.86
H 2.45 -2.38 0.89
H 1.88 -1.40 -0.02
O -0.06 0.23 -2.93
H -0.85 -0.19 -2.43
H -0.10 -0.10 -3.91
O -0.11 -2.74 -0.75
H 0.17 -2.48 0.13
H 0.57 -2.45 -1.33
O 3.87 0.55 -1.48
H 4.71 0.45 -1.01
H 3.35 1.18 -0.92
```

=====

[10]
This record from OMol25 describes 11 unconnected molecules or ions with the total composition C6H29NO10 at a distorted geometry. The level of theory is ωB97M-V with the def2-TZVPD basis set.

Results
Highest occupied orbital energy, eV: -8.089
SMILES: Cc1c[nH]c(C)c1.O.O.O.O.O.O.O.O.O.O
Strongest force on any atom, eV/A: 11.85
HOMO-LUMO gap, Eh: 0.3018

```
46
C6H29NO10 | OMol25 | ωB97M-V with the def2-TZVPD basis set
C -2.73 -2.40 -2.44
C -1.77 -1.49 -1.78
C -0.83 -1.76 -0.80
N -0.17 -0.57 -0.50
C -0.68 0.44 -1.27
C -0.08 1.79 -1.20
C -1.73 -0.10 -2.05
H -3.68 -1.76 -2.57
H -2.16 -2.69 -3.36
H -2.93 -3.18 -1.74
H -0.56 -2.61 -0.26
H 0.41 -0.37 0.43
H -0.91 2.48 -1.33
H 0.53 1.96 -0.29
H 0.52 2.02 -2.13
H -2.14 0.57 -2.70
O -0.79 -1.08 3.62
H -1.66 -0.71 3.31
H -0.93 -1.96 3.85
O 0.79 0.19 1.93
H 0.96 1.13 1.82
H 0.26 -0.17 2.68
O -2.95 -1.23 2.16
H -2.59 -1.23 1.41
H -3.85 -0.82 2.14
O 3.36 -0.70 1.30
H 3.01 -1.54 1.66
H 2.79 -0.04 1.59
O 2.22 2.21 1.38
H 2.54 2.42 0.49
H 1.84 3.00 1.68
O 2.59 -1.56 -1.09
H 2.97 -1.28 -0.28
H 1.72 -1.49 -1.20
O -3.81 0.37 0.50
H -4.39 0.97 0.09
H -3.25 0.15 -0.23
O 3.16 1.91 -1.07
H 3.81 1.13 -0.78
H 2.96 1.54 -1.86
O -0.28 2.49 1.83
H -1.03 2.08 1.29
H -0.68 2.30 2.73
O 2.06 0.31 -3.06
H 2.64 -0.25 -2.60
H 1.10 0.14 -3.02
```

=====

[11]
This record from OMol25 describes 9 unconnected molecules or ions with the total composition C6H29NO9 at a distorted geometry. The level of theory is ωB97M-V with the def2-TZVPD basis set.

Results
Highest occupied orbital energy, eV: -9.262
SMILES: CCN[C@@H](C)CC=O.O.O.O.O.O.O.O.O
Strongest force on any atom, eV/A: 2.54
HOMO-LUMO gap, Eh: 0.3431

```
45
C6H29NO9 | OMol25 | ωB97M-V with the def2-TZVPD basis set
C 1.08 -3.04 0.71
C 1.28 -1.77 1.52
N 0.53 -0.67 0.89
C 0.78 0.64 1.54
C 2.16 1.16 1.30
C -0.30 1.59 0.89
C -0.87 2.48 1.92
O -2.07 2.49 2.15
H 1.83 -3.05 -0.08
H 0.07 -3.00 0.31
H 1.11 -3.91 1.35
H 2.34 -1.52 1.68
H 0.97 -1.81 2.57
H 0.77 -0.62 -0.10
H 0.48 0.47 2.56
H 2.24 2.23 1.44
H 2.91 0.85 2.03
H 2.57 0.93 0.32
H 0.19 2.18 0.10
H -1.03 1.01 0.34
H -0.22 3.17 2.46
O -2.33 -1.20 -1.77
H -1.46 -1.59 -1.64
H -2.75 -1.03 -0.93
O -0.58 0.46 -4.07
H -0.32 0.06 -4.90
H -1.54 0.36 -4.06
O 1.22 -0.42 -2.27
H 0.52 0.02 -2.79
H 2.08 -0.01 -2.18
O -3.52 2.36 -0.70
H -3.07 2.51 0.14
H -3.77 1.44 -0.60
O -1.61 -1.62 3.92
H -2.34 -2.17 4.19
H -1.38 -1.85 3.01
O -3.02 -0.13 1.46
H -2.10 -0.11 1.16
H -3.12 0.76 1.86
O 2.88 -2.33 -3.57
H 2.24 -1.91 -2.97
H 3.13 -1.63 -4.17
O 4.20 0.85 -1.61
H 5.07 0.82 -1.21
H 4.05 1.79 -1.74
```